(1)
Computed, not measured: C46H58CaClNO3PSi as an isolated structure, with wB97M-V/def2-TZVPD.

Output
- gap between HOMO and LUMO (eV) = 6.936
- multiplicity = 1
- charge = -1
- strongest force on any atom (eV Å⁻¹) = 1.27
- energy above the lowest of the compared OMol25 structures with the same formula, charge and spin (kcal/mol) = 5.0
- HOMO energy (eV) = -4.40

Structure (XYZ):
```
112
Properties=species:S:1:pos:R:3:forces:R:3
Ca 1.46005 -0.42556 0.47900 0.5202 0.7961 -0.1286
C 4.80885 -1.31861 2.65976 0.0385 -0.0111 0.0353
C 4.40956 -0.11800 1.84636 -0.0453 0.0018 0.0261
C 3.52891 0.82773 2.36510 -0.0773 -0.0522 0.0031
C 3.06695 1.88866 1.59018 -0.2476 0.1598 0.0347
C 2.08690 2.88373 2.16101 0.0648 0.0344 0.0129
C 3.49363 1.98837 0.26555 0.1014 -0.0238 0.0191
C 4.41210 1.08235 -0.26458 -0.0953 0.0118 0.0308
C 4.89270 1.19914 -1.68529 0.0099 -0.0247 0.0098
C 4.85996 0.04144 0.54171 -0.0126 -0.0759 -0.0794
H 4.01725 -1.58842 3.35936 -0.0092 0.0158 -0.0335
H 5.72142 -1.12731 3.23138 -0.0093 0.0184 -0.0156
H 4.98964 -2.17768 2.01262 -0.0040 0.0234 -0.0048
H 3.13607 0.69800 3.36868 0.0214 0.0160 -0.0045
H 1.52348 2.44631 2.98533 0.0381 -0.0053 -0.0272
H 1.36314 3.19546 1.40757 0.0283 -0.0201 -0.0041
H 2.61206 3.77052 2.52801 0.0273 -0.0030 -0.0118
H 3.08633 2.77101 -0.36732 0.0229 0.0046 0.0195
H 5.86165 1.70461 -1.72336 -0.0067 -0.0127 0.0021
H 4.19478 1.76786 -2.29620 -0.0547 0.0351 -0.0080
H 5.00812 0.21449 -2.14066 -0.0048 0.0134 0.0294
H 5.50420 -0.71724 0.11048 0.0193 0.0208 0.0101
Cl -0.33645 -7.36427 1.20314 0.0530 0.1494 0.0187
C 0.22877 -5.72526 1.48399 -0.1244 -0.0351 0.2107
C -0.14513 -5.06047 2.66896 -0.0569 -0.1032 -0.0196
C 0.27069 -3.78295 2.91745 -0.0410 -0.0616 -0.0447
C 1.07936 -3.06230 1.98474 0.1558 0.4163 0.0535
O 1.39712 -1.84030 2.19637 -0.1198 -0.9153 0.4145
C 1.47045 -3.77691 0.80647 0.2123 -0.0758 -0.3274
C 2.40126 -3.22858 -0.16916 -0.2115 -0.0612 0.3438
O 2.92883 -2.12618 -0.13403 0.3855 -0.4969 -0.1647
C 1.02674 -5.09492 0.57859 0.0444 0.0118 -0.1007
H -0.78523 -5.57123 3.37848 0.0140 -0.0033 -0.0115
H -0.04464 -3.25512 3.80924 0.0143 -0.0204 -0.0006
H 2.65186 -3.90834 -1.00138 0.0309 -0.1132 -0.0349
H 1.32992 -5.60618 -0.32953 0.0054 0.0286 0.0224
O -0.01376 0.80559 1.43400 -0.8052 0.2137 0.4240
Si -1.39360 0.97262 2.20602 0.4039 0.0899 -0.2984
C -1.12873 1.02899 4.07001 0.0387 0.0488 0.2850
C -1.98161 1.69104 4.96061 0.1582 -0.0986 0.0486
C -1.77835 1.62622 6.33622 0.0467 -0.0144 -0.0755
C -0.71173 0.89729 6.84812 -0.0184 0.0023 -0.0617
C 0.14956 0.23562 5.98070 -0.0456 0.0573 -0.0547
C -0.05618 0.30335 4.60693 -0.0437 0.0288 0.0174
C -2.28532 2.56945 1.73145 -0.1350 0.2253 -0.0775
C -3.39735 2.60149 0.88152 0.1134 0.1143 0.0215
C -3.95888 3.80373 0.45803 0.1011 -0.0680 0.1080
C -3.41915 5.00782 0.88867 0.0603 -0.0306 0.0137
C -2.31440 5.00491 1.73478 -0.0402 -0.0786 -0.0352
C -1.75699 3.80049 2.14637 -0.1377 -0.0434 -0.0867
C -2.61634 -0.43870 1.94094 -0.1536 -0.1951 0.0416
C -2.18430 -1.65895 1.41980 -0.0890 -0.0492 0.0243
C -3.03154 -2.75766 1.32025 0.0003 0.1121 -0.0112
C -4.35116 -2.64729 1.73331 -0.0290 0.0617 0.0240
C -4.81350 -1.43999 2.24987 0.0972 -0.0229 -0.0189
C -3.95148 -0.35613 2.35799 0.0704 -0.0782 0.0088
H -2.81175 2.27717 4.57806 -0.0009 -0.0276 -0.0207
H -2.44851 2.14833 7.00933 -0.0064 0.0018 -0.0017
H -0.55153 0.84602 7.91876 -0.0061 0.0018 -0.0011
H 0.98286 -0.33463 6.37511 0.0012 -0.0034 -0.0001
H 0.61563 -0.22540 3.93397 -0.0764 0.0155 0.0194
H -3.82487 1.66987 0.52646 0.0089 -0.0108 0.0093
H -4.81359 3.79763 -0.20885 0.0103 0.0001 0.0105
H -3.85227 5.94551 0.56159 0.0041 0.0091 0.0066
H -1.88617 5.94218 2.07044 -0.0046 0.0060 -0.0048
H -0.89211 3.81798 2.80415 -0.0321 -0.0233 -0.0193
H -1.16161 -1.75981 1.07972 0.0597 0.0218 -0.0019
H -2.65718 -3.69262 0.91949 0.0005 0.0026 0.0012
H -5.01850 -3.49776 1.65670 -0.0027 0.0078 -0.0009
H -5.84237 -1.34793 2.57787 -0.0053 -0.0069 -0.0069
H -4.32593 0.57147 2.78227 0.0178 -0.0185 -0.0136
C 2.42413 -0.37882 -4.30228 0.0670 -0.0044 -0.0459
C 0.92354 -0.68700 -4.45822 0.0126 -0.0743 -0.0717
C 0.82632 -2.22111 -4.49351 0.0531 -0.0323 -0.0046
C 0.43690 -0.14727 -5.80675 0.0474 -0.0718 -0.0505
P 0.06168 -0.10235 -2.85999 0.7180 -0.0289 0.9909
N 0.93297 -0.43843 -1.62580 -0.6436 -0.0075 -1.0952
C -1.64664 -0.90520 -2.77383 -0.2037 -0.0055 -0.0413
C -2.44840 -0.15719 -1.69247 -0.0251 -0.0481 0.0366
C -1.49140 -2.34587 -2.25956 -0.0072 -0.0658 -0.0258
C -2.47861 -0.93151 -4.06144 -0.1270 -0.0766 0.0772
C -0.20705 1.77308 -2.99645 -0.0370 0.1531 -0.0564
C -1.25777 2.27138 -3.99518 0.0163 0.2069 0.0720
C 1.14687 2.40186 -3.36613 -0.0205 0.0636 -0.0273
C -0.54543 2.32928 -1.59690 -0.0286 0.0473 -0.0200
H 2.99412 -1.07123 -4.93297 -0.0012 0.0645 -0.0082
H 2.73142 -0.51453 -3.26307 -0.0604 -0.0352 0.0005
H 2.68087 0.63323 -4.61400 -0.0220 -0.0060 0.0195
H 1.51683 -2.59152 -5.25972 -0.0470 -0.0164 0.0103
H -0.16749 -2.58030 -4.75020 -0.0721 0.0245 -0.0244
H 1.11684 -2.65804 -3.53557 -0.0029 0.0700 0.0014
H 1.00820 -0.63239 -6.60954 -0.0245 0.0101 0.0437
H 0.59662 0.92397 -5.91257 0.0186 0.0734 0.0510
H -0.61668 -0.35190 -5.99372 -0.0471 -0.0103 0.0373
H -1.86313 0.00123 -0.78283 0.0191 -0.0446 -0.1227
H -3.31817 -0.76707 -1.42259 0.0119 0.0582 -0.0016
H -2.81599 0.80929 -2.03199 -0.0210 0.0068 -0.0767
H -0.72196 -2.41013 -1.49122 0.0530 0.0836 0.0708
H -1.23729 -3.04793 -3.05101 0.0125 -0.0129 -0.0247
H -2.44092 -2.66618 -1.82185 -0.0145 -0.0455 -0.0240
H -2.61467 0.05280 -4.50170 0.0163 0.0988 -0.0177
H -3.47818 -1.31865 -3.82508 0.0476 -0.0036 -0.0106
H -2.05721 -1.58622 -4.82334 0.0694 -0.0306 0.0014
H -1.11350 1.89477 -5.00499 0.0606 -0.0600 -0.0719
H -1.20159 3.36631 -4.04526 -0.0068 -0.0255 -0.0017
H -2.27265 2.02762 -3.68764 -0.0391 -0.0519 0.0596
H 1.41581 2.26230 -4.41124 -0.0367 -0.0321 -0.0829
H 1.94736 1.99621 -2.74821 -0.0072 -0.0566 0.0809
H 1.08659 3.48038 -3.18310 0.0210 -0.0284 -0.0527
H -1.60552 2.26155 -1.35507 0.0866 0.0257 -0.0239
H -0.27796 3.39269 -1.57147 -0.0671 -0.0225 0.0030
H 0.00258 1.82115 -0.80020 -0.0169 0.0164 -0.1213
```
Positions in Å, forces in eV/Å.


(2)
Computed, not measured: a 9-piece molecular cluster, C46H58Cl4O26 overall, with wB97M-V/def2-TZVPD.

Output
- gap between HOMO and LUMO (eV) = 6.431
- multiplicity = 1
- charge = 0
- strongest force on any atom (eV Å⁻¹) = 7.11
- energy above the lowest of the compared OMol25 structures with the same formula, charge and spin (kcal/mol) = 67.5
- HOMO energy (eV) = -8.82

Structure (XYZ):
```
134
Properties=species:S:1:pos:R:3:forces:R:3
Cl 0.52059 0.93804 -0.75388 -0.0552 -0.0633 -0.1455
C -0.37538 -0.40709 -0.01672 -0.0623 -0.8890 -0.1668
C -0.09141 -0.45875 1.47173 -0.1564 0.2019 -0.7213
Cl -1.09188 -1.78052 2.14003 -0.1956 0.2916 0.2519
H -0.04417 -1.34659 -0.46242 0.1979 0.1662 -0.1704
H -1.42499 -0.30888 -0.28421 -0.0156 0.3357 0.3527
H -0.36177 0.49906 1.90901 0.0464 -0.2022 0.3935
H 0.94881 -0.71932 1.64104 -0.0608 0.1803 0.1990
Cl -4.56574 5.67115 1.32523 0.2859 -0.1568 0.0682
C -4.23076 3.97408 1.76114 0.9493 -0.1797 0.2981
C -2.84175 3.71033 2.36198 -0.4022 0.6201 0.1699
Cl -2.71818 1.93550 2.45462 0.2141 -0.1905 0.0068
H -4.21019 3.36566 0.86080 -0.7269 0.1376 -0.1040
H -4.96587 3.67762 2.50167 -0.2613 -0.1940 -0.3392
H -2.73576 4.08073 3.37904 -0.0495 0.1299 -0.0651
H -2.04093 4.11018 1.74504 -0.0150 -0.1050 0.0281
C -0.13481 1.74039 4.91912 -0.2269 -0.4785 -0.7696
O 1.16461 1.22924 4.64277 -0.0406 1.0343 0.8921
C 1.44569 0.12656 5.46826 1.0773 -1.4402 -1.1010
C 2.93151 -0.06379 5.77214 -0.1113 -0.0496 0.2684
O 3.66821 -0.25144 4.58247 -0.5278 0.4399 -0.9708
C 5.05272 -0.01746 4.63619 0.6278 -0.3909 1.1215
H -0.25175 2.10572 5.93980 0.1996 0.0515 0.0569
H -0.85972 0.94300 4.72685 -0.1593 0.0067 0.2139
H -0.36702 2.51816 4.19506 0.2447 0.1794 0.0895
H 1.20697 -0.74397 4.83954 -0.4197 -0.2004 0.4994
H 0.89205 0.07080 6.40702 -0.1352 0.3568 -0.0512
H 3.01096 -1.01137 6.32058 -0.0638 0.1949 0.4342
H 3.34218 0.75283 6.37231 0.0550 0.0651 -0.1072
H 5.47707 -0.29811 3.67781 -0.0162 0.1749 -0.0902
H 5.51739 -0.64304 5.40955 -0.0543 -0.3276 -0.1637
H 5.33509 0.99216 4.94729 -0.4339 0.2670 -0.4703
C -1.67756 5.95048 -2.19593 0.2134 0.5999 -0.5444
O -0.60880 5.60601 -1.34320 -0.1987 -0.6450 -0.2422
C -0.82695 4.31599 -0.78962 -0.8400 1.4459 1.7215
C 0.21515 4.09513 0.30604 -0.0087 -0.8054 -0.8896
O 0.34593 5.24493 1.08365 -0.6283 0.3440 0.2486
C 1.33031 5.17107 2.08016 1.1366 -0.2275 -0.7858
H -1.82559 5.15117 -2.92827 -0.1989 0.1860 -0.1578
H -1.41373 6.89200 -2.68259 0.2829 -0.2487 -0.2564
H -2.63449 6.20591 -1.72250 0.0898 -0.5826 0.5696
H -0.91008 3.50706 -1.51758 0.4429 -0.0017 -0.1491
H -1.79545 4.38819 -0.26910 -0.2304 -0.2353 -0.1951
H 1.10653 3.77181 -0.25011 0.5663 0.3869 0.5635
H -0.07618 3.26097 0.95547 -0.0399 -0.2474 -0.1940
H 2.28958 5.06581 1.54805 0.1699 0.1208 0.3393
H 1.28396 4.31261 2.76244 -0.5332 -0.0247 -0.0232
H 1.35216 6.10250 2.63942 -0.2146 -0.0083 -0.0070
C -2.44554 -1.15506 -3.34624 -0.7270 0.3043 -0.0140
O -2.50972 -2.42686 -3.94332 -0.2963 0.1062 0.5888
C -1.44149 -3.23827 -3.50855 0.7159 -0.4097 -0.8166
C -1.54499 -4.56751 -4.22249 0.5072 -0.6777 0.5169
O -1.11593 -4.50078 -5.56258 -0.6300 0.2491 0.0233
C -1.35941 -5.70656 -6.25035 0.5340 0.5416 -0.8957
H -2.43707 -1.24214 -2.25319 0.6426 0.0988 -0.0041
H -3.36472 -0.58668 -3.52712 -0.1009 -0.3457 -0.4207
H -1.64120 -0.55791 -3.78868 0.3152 -0.0507 0.4812
H -1.35906 -3.44766 -2.43501 -0.6857 0.2618 0.1590
H -0.49407 -2.73870 -3.75157 0.0901 -0.1222 -0.1897
H -2.56404 -4.96019 -4.10921 -0.1944 0.2834 -0.3681
H -0.93023 -5.33015 -3.71936 0.1665 0.2682 0.2647
H -1.24439 -5.48105 -7.31357 -0.0586 0.0579 0.0285
H -2.37986 -6.07209 -6.12147 0.0778 -0.2031 0.3303
H -0.57503 -6.43997 -6.03770 -0.3339 -0.3021 0.3862
C -0.52821 -5.23764 1.07321 -0.3366 0.7735 -2.5983
C -0.92597 -6.06551 2.04122 -1.5475 -0.0293 0.9100
C -0.99865 -7.55853 1.88086 -0.6739 -0.6533 -1.5612
O -1.64178 -8.21744 2.66259 0.1171 -0.0462 0.1598
C -0.23684 -8.06417 0.73309 0.3590 -0.2333 -0.0025
C 0.24600 -7.22455 -0.18873 1.0294 0.3477 -0.9337
C 0.04211 -5.73128 -0.17419 -1.4525 0.7442 2.6348
O 0.38205 -4.97067 -1.05566 0.7109 -0.5013 -1.1981
O 1.07977 -7.66565 -1.14911 -0.3214 -0.2200 0.0975
O -1.40861 -5.59331 3.19343 -4.1342 2.0304 -0.0163
H -0.57702 -4.16712 1.20225 -0.1548 -0.1155 -0.2071
H 0.08907 -9.08933 0.61121 -0.4990 -0.2308 0.3413
H 1.34921 -6.92724 -1.71671 -0.2150 0.2441 0.0693
H -1.73472 -6.30535 3.76296 0.0174 -0.2585 -0.3458
C 5.29363 3.77610 2.11696 0.0002 -0.5966 -0.0748
C 5.40835 3.91430 0.79701 1.6122 1.3268 -1.1362
C 4.51414 3.34757 -0.25118 -1.8513 -1.9662 0.8949
O 4.60700 3.59003 -1.43021 0.7564 0.4971 -0.0898
C 3.52418 2.39989 0.29315 0.1093 -0.2708 -0.0170
C 3.33145 2.27355 1.61226 -0.6219 0.0894 0.1456
C 4.17803 2.98010 2.63298 -0.1146 0.4204 0.3184
O 3.86549 2.85925 3.80333 0.3391 0.0450 -0.1199
O 2.29559 1.56646 2.08654 0.6166 0.1238 -0.1341
O 6.43945 4.61916 0.26093 -0.3021 -0.5996 0.3545
H 6.13451 4.11383 2.70654 -0.3767 0.1621 0.4439
H 2.90413 1.74249 -0.29993 0.0933 0.4684 -0.5907
H 2.27606 1.59452 3.06507 0.0467 -0.0180 0.1690
H 6.47068 4.38282 -0.68285 -0.1690 0.3516 -0.0221
C 0.45686 2.25692 -4.17110 -0.1177 0.5724 1.0473
C -0.73416 2.58107 -4.69236 -0.3443 -0.6323 0.0410
C -0.90756 2.82748 -6.15993 0.6922 -0.0935 -0.8082
O -1.95237 3.07417 -6.73186 -0.3103 -0.0654 1.1156
C 0.32500 2.70494 -6.90497 1.0449 0.1543 -0.7414
C 1.51473 2.38414 -6.37772 0.7390 -0.0666 -0.2408
C 1.70220 2.17323 -4.90472 -0.9089 -0.0009 0.0743
O 2.75526 1.93217 -4.35398 0.2221 0.0263 -0.8253
O 2.60087 2.26790 -7.15893 -0.1451 -0.0526 0.1330
O -1.81970 2.57766 -3.91612 -0.2844 0.0692 0.2749
H 0.57824 2.14381 -3.09974 -0.2831 -0.2193 -0.0820
H 0.33894 2.91088 -7.96812 -0.4215 -0.0747 -0.0142
H 3.34252 1.93874 -6.62836 -0.0342 0.1267 0.1827
H -2.64478 2.63500 -4.42333 0.2801 0.2747 -0.3058
C -6.56229 1.42719 -2.33125 -1.1128 -0.4489 1.0631
C -5.78376 0.88392 -1.39096 -0.3969 -0.7044 0.4245
C -4.39211 1.33080 -1.13878 0.4723 0.9938 -1.2385
O -3.66866 0.67033 -0.42411 0.0105 -0.1011 0.2457
C -3.97899 2.52720 -1.89468 -0.0017 -0.3327 0.3098
C -4.82356 3.12999 -2.74922 0.2810 0.4595 -0.4584
C -6.20617 2.61535 -3.07366 0.1247 -1.1244 0.5714
O -6.91744 3.10315 -3.92086 0.4611 0.6902 -0.1722
O -4.43153 4.19160 -3.46733 -0.0527 -0.2504 -0.2238
O -6.17755 -0.14198 -0.61135 0.6759 0.5187 -0.4048
H -7.57715 1.04433 -2.31923 -0.0334 0.1413 -0.6594
H -2.94460 2.84043 -1.85281 -0.1176 0.0591 0.2190
H -5.08181 4.32182 -4.18181 -0.1356 0.1420 0.1943
H -5.34745 -0.39541 -0.15112 -0.3398 -0.1567 0.1493
C 1.29258 -4.23580 3.06294 -0.4215 -0.1039 -0.0536
C 2.36847 -3.43717 3.20228 -0.1617 1.5677 0.4627
C 3.73406 -3.97219 3.53469 -0.0983 -0.5144 0.8811
O 4.63450 -3.29023 3.98172 -0.4615 0.5012 -0.5420
C 3.84847 -5.39743 3.37667 0.5161 -0.9865 -0.4789
C 2.79115 -6.19709 3.17971 0.0960 -0.6788 -0.0958
C 1.38720 -5.67767 3.18034 1.2830 1.8681 -0.7656
O 0.43130 -6.42078 3.03358 6.1726 -2.7815 2.1625
O 2.94247 -7.49982 2.88104 0.1739 0.3470 0.1565
O 2.23122 -2.10296 3.16212 0.5323 -0.7773 0.0708
H 0.34373 -3.77171 2.82639 0.1927 -0.1018 0.5320
H 4.85151 -5.79376 3.27215 -0.0494 -0.0806 0.2421
H 2.12135 -7.84437 2.50254 -0.2450 -0.0192 0.2246
H 3.03009 -1.63908 3.53844 -0.2701 -0.1134 -0.1345
```
Positions in Å, forces in eV/Å.